Run w
DFT (ωB97M-V/def2-TZVPD) results for a 5-piece molecular cluster, C6H21NO5 overall.

Its SMILES is CCCNC(=O)CC.O.O.O.O. Its HOMO energy is -9.70 eV. The HOMO-LUMO gap is 10.30 eV.

Structure (ORCA input):
```
! wB97M-V def2-TZVPD RIJCOSX def2/J DEFGRID3
* xyz 0 1
H -3.840 0.904 1.573
H -1.373 0.687 2.231
C -1.854 0.022 1.482
H 1.345 -2.875 -1.631
N 0.286 0.421 0.227
O 2.172 -2.164 1.211
H 0.860 0.164 -0.556
H -0.931 -3.926 -1.298
C -0.854 -0.308 0.392
H 0.031 -3.421 -0.210
H -1.231 -0.563 -2.635
H 1.560 3.212 1.705
H 1.217 -1.722 -2.562
H 2.341 2.741 -0.624
H -3.053 0.985 -0.096
O -0.335 -0.361 -2.939
C 0.887 2.746 0.983
H -0.240 0.532 -2.633
H 2.070 -1.873 0.297
H 0.697 2.526 -1.139
C 1.319 3.085 -0.432
H 2.473 -3.072 1.110
O -1.127 -1.161 -0.441
O -0.040 -4.012 -0.957
O 1.772 -2.018 -1.822
H -1.912 -0.798 2.211
H 0.556 1.053 2.230
H -3.604 -0.489 0.423
C -3.196 0.435 0.834
H -0.129 3.050 1.277
H 1.987 0.828 1.259
H 1.189 4.135 -0.698
C 0.956 1.233 1.228
*
```

---

Run x
DFT (ωB97M-V/def2-TZVPD) results for a 5-piece molecular cluster, C6H21NO5 overall.

Its SMILES is CCCNC(=O)CC.O.O.O.O. Its HOMO energy is -9.01 eV. The HOMO-LUMO gap is 9.25 eV.

Structure (ORCA input):
```
! wB97M-V def2-TZVPD RIJCOSX def2/J DEFGRID3
* xyz 0 1
O -1.160 -1.681 1.471
C 1.417 2.165 1.179
O 2.554 -2.001 -0.796
H 3.433 1.395 1.053
H 1.903 -1.907 -1.530
H -2.509 -2.899 -0.542
H -1.488 -0.251 -3.822
H -2.441 0.901 -0.349
H -2.370 -0.363 -2.527
N 0.305 -0.072 1.464
H 0.943 -0.750 1.080
H 0.296 -1.926 -3.033
O -1.603 -0.719 -2.979
H -1.431 2.129 0.476
C -2.163 0.555 1.838
H -3.066 -0.009 2.093
O 1.241 -1.970 -3.218
H 0.710 2.580 0.435
H 1.523 -1.073 -3.418
C -1.058 -0.467 1.517
O -2.169 -3.580 -1.139
H 2.800 2.408 -0.311
C -2.283 1.461 0.573
H 1.813 3.016 1.727
C 0.888 1.117 2.153
H 0.097 1.541 2.750
H 2.517 0.716 -0.267
H 3.291 -2.046 -1.423
H -1.741 1.289 2.566
H -3.160 2.089 0.519
H -1.409 -3.839 -0.600
H 1.699 0.616 2.717
C 2.620 1.572 0.343
*
```

---

Run y
DFT (ωB97M-V/def2-TZVPD) results for a 6-piece molecular cluster, C6H21NO5 overall.

Its SMILES is C/C=C(N)/C=C/C.O.O.O.O.O. Its HOMO energy is -8.64 eV. The HOMO-LUMO gap is 9.01 eV.

Structure (ORCA input):
```
! wB97M-V def2-TZVPD RIJCOSX def2/J DEFGRID3
* xyz 0 1
H -1.953 -0.874 0.934
H 1.401 -0.101 -2.766
H -0.131 -2.341 -1.041
H -2.749 -2.714 -1.413
H -0.117 3.287 1.282
O -0.585 0.640 3.112
O -0.868 2.689 1.248
H 0.239 0.368 2.676
H 2.209 1.951 1.032
C 2.117 0.868 1.123
C -0.465 -1.709 -0.231
H 1.424 2.174 -2.443
C -1.737 -1.518 0.083
H -2.995 -3.193 0.164
C -2.946 -2.277 -0.428
N 1.223 -1.782 1.590
H -1.293 2.143 -0.485
H 2.218 -1.656 1.686
O -1.251 1.766 -1.391
H 0.571 0.815 -0.420
H -1.211 0.009 2.736
H 0.915 -2.720 1.787
H 3.118 0.604 0.758
O 0.931 1.601 -3.040
H 1.939 -1.035 -1.666
C 0.673 -1.089 0.491
H 2.090 0.622 2.188
O 1.798 -0.981 -2.618
H -0.706 1.982 1.904
H -1.791 0.974 -1.284
H -3.734 -1.555 -0.546
H 0.021 1.714 -2.702
C 1.049 0.185 0.315
*
```

---

Result of the stability comparison: run w is the most stable of them.

---

Run w
DFT (ωB97M-V/def2-TZVPD) results for C21H26N2O2 as an isolated structure.

Its HOMO energy is -7.70 eV. The HOMO-LUMO gap is 7.66 eV.

Structure (ORCA input):
```
! wB97M-V def2-TZVPD RIJCOSX def2/J DEFGRID3
* xyz 0 1
C -2.344 1.177 -5.093
H -2.725 2.641 0.684
C -2.194 -0.588 5.247
H 2.113 1.595 -0.201
C -1.272 -1.155 4.342
H 3.075 -0.172 -1.997
H -2.897 -1.324 -2.828
O 0.713 -1.690 1.004
C -1.075 -0.201 -2.959
O -1.153 -1.971 -1.407
C 3.370 -2.037 0.666
C -0.594 -0.902 -1.711
H -2.462 -1.152 6.136
C -1.780 2.671 1.243
H 4.862 -2.798 -0.693
C -1.039 1.522 -4.693
H -4.003 -0.212 -4.720
H 0.554 1.243 -3.239
C 3.154 1.272 -0.370
C -2.810 0.640 4.970
H 4.583 -3.827 0.705
H 3.688 1.376 0.591
C -2.996 0.116 -4.443
C -0.429 0.885 -3.588
H 4.412 -0.416 -0.875
C -1.614 0.723 2.809
H 0.863 0.666 -1.288
H -1.700 -0.479 0.356
H -0.491 2.293 -5.243
N -1.315 1.299 1.504
H 4.100 -1.425 1.211
C 1.207 -1.021 0.102
H -0.322 -0.928 2.396
H -3.565 1.074 5.648
H 3.418 -3.766 -0.593
H -1.205 1.221 -0.592
C -0.998 -0.502 3.137
C 0.316 -0.098 -0.746
N 2.576 -1.207 -0.242
H -2.818 1.667 -5.939
C 3.345 -0.148 -0.928
C -2.369 -0.550 -3.395
C 4.099 -3.157 -0.006
H 3.588 1.984 -1.088
C -1.180 0.536 0.309
H -3.102 2.138 3.448
H 2.678 -2.463 1.384
H -1.023 3.074 0.529
H -1.914 3.249 2.156
H -0.786 -2.131 4.550
C -2.539 1.260 3.745
*
```

---

Run x
DFT (ωB97M-V/def2-TZVPD) results for one molecule with the formula C21H26N2O2.

Its SMILES is COC[C@H](C)NC(=O)c1ccc(CN2CCc3ccccc3C2)cc1. Its HOMO energy is -8.58 eV. The HOMO-LUMO gap is 9.26 eV.

Structure (ORCA input):
```
! wB97M-V def2-TZVPD RIJCOSX def2/J DEFGRID3
* xyz 0 1
C -5.723 -0.820 0.089
C -3.144 1.302 -0.673
C 0.740 1.990 1.016
H 2.596 1.355 -1.187
H -5.803 -1.679 -2.571
H -3.043 -0.707 -0.243
H 6.815 -2.841 -1.486
H -6.715 -2.775 1.557
H -4.399 -2.358 -1.738
H 3.622 -2.591 1.335
C 2.998 -0.005 0.998
C 2.137 2.195 1.550
C -4.814 -1.455 -2.179
C -5.724 -2.392 1.831
H -5.361 0.544 -1.541
C -1.793 1.499 -0.069
C 4.747 1.289 -0.947
H -6.725 -1.138 -0.234
H -5.838 0.014 0.798
H 6.519 -0.453 -2.014
C -4.903 -0.358 -1.123
C 6.052 -2.266 -0.983
H 3.327 2.874 -0.618
H 0.264 0.413 2.384
H -4.178 -1.132 -2.999
H -5.849 -1.619 2.600
H -5.119 -3.204 2.227
C 4.909 -0.171 -0.640
C 0.263 2.752 -0.045
H 5.506 1.848 -0.392
H 2.416 3.249 1.469
H 0.874 3.546 -0.449
C -0.078 0.993 1.538
C -1.329 0.745 1.004
C 4.091 -0.776 0.309
C 5.236 -2.868 -0.039
C 5.885 -0.927 -1.278
C 4.262 -2.124 0.599
C 3.368 1.787 -0.526
O -3.784 2.222 -1.149
O -5.045 -1.890 0.711
N 3.163 1.426 0.862
H 3.000 -0.249 2.066
H 2.030 -0.349 0.580
N -3.581 0.023 -0.682
H -1.951 -0.019 1.450
H 2.176 1.909 2.606
C -0.990 2.517 -0.574
H 4.907 1.472 -2.012
H 5.359 -3.914 0.198
H -1.371 3.117 -1.387
*
```

---

Result of the stability comparison: run x is the most stable of them.

---

Run w
DFT (ωB97M-V/def2-TZVPD) results for one molecule with the formula C5H4O3.

Its SMILES is O=c1ccocc1O. Its HOMO energy is -9.40 eV. The HOMO-LUMO gap is 9.51 eV.

Structure (ORCA input):
```
! wB97M-V def2-TZVPD RIJCOSX def2/J DEFGRID3
* xyz 0 1
H 1.817 -1.952 -0.877
C 0.913 0.425 1.038
C -0.273 0.811 0.550
O 1.589 -0.642 0.529
O -1.038 1.871 1.118
C -0.157 -1.014 -1.051
H -1.813 2.067 0.537
H 1.403 0.601 2.022
O -2.019 0.584 -0.930
C 1.002 -1.337 -0.472
C -0.871 0.164 -0.517
H -0.553 -1.578 -1.947
*
```

---

Run x
DFT (ωB97M-V/def2-TZVPD) results for one molecule with the formula C5H4O3.

Its SMILES is C=c1oc(=O)oc1=C. Its HOMO energy is -9.39 eV. The HOMO-LUMO gap is 9.59 eV.

Structure (ORCA input):
```
! wB97M-V def2-TZVPD RIJCOSX def2/J DEFGRID3
* xyz 0 1
H 0.765 1.772 -1.538
C 0.535 0.718 -1.686
O -0.837 -3.135 0.397
C -0.131 0.166 0.711
C -0.548 -1.985 0.237
O -0.487 -1.030 1.233
H 0.711 0.259 -2.677
H 0.253 2.229 1.024
C 0.121 -0.082 -0.713
C 0.016 1.266 1.432
O -0.158 -1.404 -0.911
H -0.240 1.226 2.491
*
```

---

Run y
DFT (ωB97M-V/def2-TZVPD) results for one molecule with the formula C5H4O3.

Its SMILES is O=C1OC=C/C1=C/O. Its HOMO energy is -9.02 eV. The HOMO-LUMO gap is 9.63 eV.

Structure (ORCA input):
```
! wB97M-V def2-TZVPD RIJCOSX def2/J DEFGRID3
* xyz 0 1
C 0.970 1.434 1.016
C -0.050 0.679 -0.742
C 0.641 0.222 1.280
C -0.749 -1.421 -0.236
H 1.419 2.132 1.554
H 0.953 -0.486 2.143
O 0.366 1.865 -0.199
O -1.199 -1.557 -1.402
O -0.252 0.461 -1.954
H -1.004 -0.752 -2.153
H -1.136 -2.069 0.597
C 0.042 -0.508 0.096
*
```

---

Result of the stability comparison: run x is the most stable of them.